(1)
A cluster of 7 separate species, C26H31Br8N3O6 in total in a non-equilibrium geometry, computed with wB97M-V/def2-TZVPD.

Gap between HOMO and LUMO = 9.34 eV
Structure (SMILES) = O=[N+]([O-])c1ccccc1.O=[N+]([O-])c1ccccc1.O=[N+]([O-])c1ccccc1.BrCCBr.BrCCBr.BrCCBr.BrCCBr
E = -604549.652 eV
LUMO level = -0.619 eV
HOMO = -9.961 eV

```
! wB97M-V def2-TZVPD RIJCOSX def2/J DEFGRID3
* xyz 0 1
Br -1.78 1.69 8.20
C -0.14 1.21 7.19
C -0.01 -0.34 7.35
Br 1.78 -0.94 6.72
H 0.67 1.81 7.60
H -0.20 1.62 6.18
H -0.81 -0.97 6.96
H 0.11 -0.63 8.39
Br -3.91 -7.34 -8.79
C -3.14 -5.74 -7.85
C -2.45 -6.27 -6.65
Br -1.95 -4.75 -5.49
H -3.92 -5.01 -7.65
H -2.44 -5.26 -8.54
H -1.56 -6.83 -6.93
H -3.15 -6.91 -6.11
Br -9.98 7.41 7.98
C -9.66 6.17 6.45
C -9.23 4.75 6.97
Br -9.35 3.44 5.56
H -8.87 6.54 5.80
H -10.55 6.01 5.84
H -10.03 4.46 7.65
H -8.30 4.73 7.54
Br 1.83 10.36 6.07
C 0.02 11.15 5.91
C -0.80 10.57 7.10
Br -2.69 11.15 6.94
H -0.42 10.75 4.99
H 0.02 12.24 5.89
H -0.40 10.87 8.07
H -0.90 9.49 7.02
C 3.88 -6.98 -0.18
C 4.70 -7.19 0.95
C 5.79 -8.10 0.86
C 6.11 -8.77 -0.34
C 5.30 -8.55 -1.48
C 4.20 -7.62 -1.35
N 7.30 -9.64 -0.48
O 7.32 -10.35 -1.49
O 8.22 -9.55 0.30
H 3.06 -6.28 -0.08
H 4.50 -6.61 1.84
H 6.39 -8.19 1.76
H 5.43 -9.07 -2.42
H 3.45 -7.59 -2.13
C 3.36 0.00 -10.66
C 2.44 -0.67 -9.85
C 2.80 -0.94 -8.56
C 3.82 -0.20 -7.95
C 4.56 0.72 -8.72
C 4.37 0.77 -10.07
N 4.09 -0.43 -6.51
O 4.66 0.52 -5.96
O 3.70 -1.48 -6.05
H 3.14 0.02 -11.72
H 1.61 -1.20 -10.29
H 2.15 -1.57 -7.97
H 5.46 1.21 -8.36
H 5.02 1.29 -10.76
C -1.11 0.50 0.92
C -2.29 0.61 1.62
C -2.81 1.83 1.98
C -2.07 3.06 1.75
C -0.83 2.91 1.05
C -0.27 1.61 0.71
N -2.63 4.34 2.26
O -1.87 5.29 2.07
O -3.63 4.44 2.89
H -0.81 -0.44 0.48
H -3.05 -0.14 1.82
H -3.73 1.80 2.54
H -0.21 3.79 0.98
H 0.68 1.45 0.24
*
```

The Mulliken scheme yields these atomic charges, measured in e: Br -0.159; C -0.536; C -0.613; Br -0.179; H 0.369; H 0.367; H 0.402; H 0.347; Br -0.168; C -0.604; C -0.580; Br -0.178; H 0.402; H 0.369; H 0.376; H 0.384; Br -0.165; C -0.600; C -0.575; Br -0.146; H 0.369; H 0.395; H 0.334; H 0.388; Br -0.168; C -0.553; C -0.623; Br -0.166; H 0.369; H 0.385; H 0.389; H 0.367; C -0.408; C -0.353; C -0.416; C 0.181; C -0.244; C -0.411; N 0.903; O -0.564; O -0.545; H 0.369; H 0.364; H 0.376; H 0.421; H 0.327; C -0.332; C -0.571; C -0.261; C 0.286; C -0.321; C -0.409; N 0.898; O -0.552; O -0.561; H 0.350; H 0.343; H 0.406; H 0.366; H 0.357; C -0.363; C -0.426; C -0.248; C 0.051; C -0.240; C -0.464; N 0.989; O -0.593; O -0.583; H 0.351; H 0.349; H 0.375; H 0.410; H 0.392

=====

(2)
A structure of composition C26H31BrCdN4O7PS in a non-equilibrium geometry, computed with wB97M-V/def2-TZVPD.

Gap between HOMO and LUMO = 5.66 eV
E = -142494.562 eV
LUMO level = 1.205 eV
HOMO = -4.451 eV

```
! wB97M-V def2-TZVPD RIJCOSX def2/J DEFGRID3
* xyz -1 1
Cd 0.80 -0.11 0.06
N -1.23 -1.55 1.37
C -1.14 -2.86 0.74
C -0.68 -2.75 -0.72
O -1.29 -3.41 -1.58
N 0.37 -1.97 -0.91
C 0.84 -1.83 -2.26
C 0.38 -0.45 -2.85
O 0.19 -0.40 -4.06
O 0.22 0.47 -2.01
H -1.85 -0.96 0.82
H -1.61 -1.63 2.31
H -0.40 -3.46 1.28
H -2.10 -3.41 0.74
H 1.94 -1.82 -2.25
H 0.46 -2.62 -2.91
Br -2.74 6.24 -2.62
C -1.92 5.00 -1.43
C -2.30 4.99 -0.10
C -1.75 4.05 0.74
C -0.83 3.10 0.28
C -0.43 3.18 -1.06
C -0.97 4.11 -1.92
N -0.27 2.10 1.04
C -0.61 1.90 2.26
C 0.01 0.88 3.07
C -0.28 0.79 4.44
C 0.32 -0.19 5.20
C 1.19 -1.08 4.57
C 1.40 -0.94 3.20
N 0.84 0.01 2.48
H -3.02 5.71 0.27
H -2.07 4.07 1.78
H 0.29 2.46 -1.42
H -0.68 4.14 -2.96
H -1.38 2.49 2.77
H -0.96 1.50 4.89
H 0.12 -0.27 6.26
H 1.69 -1.86 5.12
H 2.05 -1.61 2.66
C 3.61 2.77 6.01
C 3.62 2.17 4.63
C 2.97 2.82 3.59
C 2.97 2.30 2.31
C 3.61 1.10 2.06
C 4.27 0.45 3.08
C 4.28 0.98 4.36
S 3.53 0.35 0.41
O 2.61 1.21 -0.35
O 4.89 0.34 -0.08
O 2.97 -0.98 0.64
H 2.65 3.24 6.22
H 4.39 3.53 6.08
H 3.81 2.01 6.77
H 2.45 3.75 3.80
H 2.46 2.79 1.50
H 4.78 -0.48 2.85
H 4.79 0.46 5.16
C -2.81 -0.80 -2.77
P -3.41 0.24 -1.41
C -4.93 -0.62 -0.82
C -3.98 1.79 -2.20
O -2.48 0.50 -0.29
H -3.62 -1.00 -3.47
H -2.43 -1.75 -2.38
H -1.99 -0.30 -3.29
H -5.66 -0.74 -1.60
H -5.35 -0.05 0.01
H -4.62 -1.60 -0.45
H -4.75 1.60 -2.94
H -3.11 2.24 -2.67
H -4.36 2.46 -1.43
*
```

The Mulliken scheme yields these atomic charges, measured in e: Cd 2.944; N -0.014; C -0.894; C 0.431; O -0.802; N -0.414; C -0.659; C 0.158; O -0.786; O -0.524; H -0.184; H 0.231; H 0.357; H 0.290; H 0.298; H 0.397; Br -0.222; C 0.181; C -0.858; C -0.775; C -0.025; C 0.207; C -0.770; N 0.945; C -0.441; C 0.151; C -0.929; C -0.678; C -0.932; C -1.119; N 1.649; H 0.416; H 0.278; H 0.138; H 0.472; H 0.099; H 0.472; H 0.449; H 0.476; H 0.580; C -1.636; C 1.102; C -0.624; C -0.396; C -0.113; C -0.659; C -0.783; S 1.427; O -1.019; O -0.774; O -0.749; H 0.361; H 0.327; H 0.372; H 0.396; H 0.560; H 0.465; H 0.367; C -1.027; P 1.014; C -1.412; C -1.115; O -0.715; H 0.510; H 0.314; H 0.185; H 0.405; H 0.334; H 0.339; H 0.428; H 0.213; H 0.311